Arrangement w

Here is 3 unconnected molecules or ions with the total composition C3H13NO3 from OMol25. Energies are from ωB97M-V with the def2-TZVPD basis set.

Each line ends with the natural charge from an NBO analysis.
Atoms and positions in Å:
H: 0.014 -2.779 0.225  0.204
H: -1.786 -2.388 1.886  0.185
O: 5.239 1.645 -3.412  -0.934
H: -2.836 -0.074 1.145  0.353
H: 5.059 2.383 -2.790  0.468
H: 0.648 -2.192 1.704  0.215
C: -1.367 -1.454 1.488  -0.220
H: 0.740 1.824 0.584  0.485
O: 0.642 2.650 1.017  -0.964
H: 0.388 -1.124 0.256  0.217
H: -1.797 -1.106 -1.274  0.170
H: -2.941 0.329 -0.975  0.171
N: -2.397 -0.826 0.652  -0.637
C: -0.015 -1.905 0.886  -0.633
H: -1.246 1.545 -0.697  0.476
C: -2.080 -0.252 -0.674  0.083
H: 4.459 1.115 -3.369  0.466
H: -1.078 -0.827 2.324  0.183
O: -0.949 0.635 -0.696  -0.766
H: 1.301 2.799 1.720  0.478

Calculated values
HOMO	-9.12	eV
multiplicity	1
SMILES	CCNCO.O.O
Kohn-Sham gap	0.353	Eh
molecular weight	111.14	g mol⁻¹

---

Arrangement x

Here is 3 unconnected molecules or ions with the total composition C3H13NO3 from OMol25. Energies are from ωB97M-V with the def2-TZVPD basis set.

Each line ends with the natural charge from an NBO analysis.
Atoms and positions in Å:
H: -0.218 -0.371 -2.256  0.206
C: -1.197 -1.813 0.175  -0.241
H: -1.632 -1.874 2.932  0.465
H: -1.846 -0.410 -1.497  0.186
N: -0.181 -0.829 -0.373  -0.652
H: 1.415 5.602 -1.366  0.489
H: 0.305 -0.282 0.382  0.350
H: 0.282 6.596 -0.570  0.498
C: -0.842 -0.058 -1.434  -0.420
O: -0.781 -1.728 2.478  -0.727
H: 3.935 0.201 0.259  0.490
H: 2.277 -0.177 0.114  0.497
C: -0.640 -2.553 1.387  -0.086
H: 0.487 -2.546 1.471  0.193
H: -1.251 -2.516 -0.777  0.187
O: 0.977 6.407 -1.257  -0.986
H: -2.296 -1.403 0.304  0.175
H: -0.820 0.989 -1.272  0.195
O: 3.106 0.244 -0.195  -0.988
H: -1.082 -3.478 1.493  0.169

Calculated values
HOMO	-8.83	eV
multiplicity	1
SMILES	CNCCO.O.O
Kohn-Sham gap	0.351	Eh
molecular weight	111.14	g mol⁻¹

---

The least stable of them is arrangement x.